No. 1
Molecular formula: C33H32BrN6O5S5SeSiZr
Method: DFT, ωB97M-V/def2-TZVPD

The LUMO energy is 2.049 eV. Its energy above the lowest of the compared OMol25 structures with the same formula, charge and spin is 0.0 kcal/mol. The value obtained for the HOMO energy is -4.79 eV. The orbital gap is 6.84 eV. As for the net charge: -1.

Cartesian coordinates (Å):
S (-2.332, -3.881, -3.011)
C (1.596, -2.380, -1.640)
S (2.515, -3.754, -2.088)
C (2.425, 2.564, -1.642)
C (0.940, -1.597, -2.720)
Br (0.570, 4.640, -0.831)
C (2.431, -3.046, 0.304)
C (2.604, -2.876, 1.736)
C (-5.381, -3.193, -0.377)
C (-1.353, -4.484, -0.843)
C (0.810, 2.946, 2.630)
C (-0.460, 2.268, 2.729)
Zr (0.667, -0.221, 0.920)
H (-4.294, 1.454, -3.017)
H (-0.093, -1.920, -2.852)
O (-2.087, -2.609, -3.655)
N (2.072, -1.739, 2.297)
C (-2.497, 2.593, -0.472)
H (-1.273, 2.805, 3.218)
H (-6.399, -2.832, -0.302)
C (-1.090, 1.725, -3.088)
H (-2.863, -4.423, 1.585)
C (4.185, 2.970, -3.260)
H (5.026, 2.603, -3.834)
H (-1.557, 2.931, -0.032)
N (-1.054, -4.353, -2.123)
N (-0.727, 1.078, 2.323)
C (1.843, -0.609, 4.515)
H (3.820, 1.095, -2.276)
H (-3.556, -2.017, 2.484)
C (3.763, 4.286, -3.389)
C (3.223, 4.325, 2.493)
H (-5.246, -2.871, -2.510)
H (1.480, -1.755, -3.655)
N (-2.019, 0.678, 2.605)
C (-3.451, -3.684, -1.649)
C (1.768, 1.542, -0.773)
C (2.307, -1.673, 3.583)
C (3.006, -3.990, -0.477)
H (-4.132, -0.450, 2.770)
O (-2.794, -4.940, -3.874)
C (2.686, 4.744, -2.653)
C (-3.409, -4.092, 0.710)
C (2.018, 3.890, -1.783)
H (-0.113, 2.046, -2.726)
C (-2.774, -4.100, -0.521)
O (0.658, 1.746, -0.205)
S (-0.859, -1.767, 2.465)
H (-5.252, -3.641, 1.713)
H (4.161, 4.863, 2.423)
H (0.769, -0.474, 4.385)
Se (-1.477, -0.681, -0.607)
H (0.938, -0.539, -2.480)
C (-4.722, -3.643, 0.766)
H (-3.155, 2.273, 0.339)
C (-3.857, 0.653, -2.413)
H (2.053, -0.894, 5.546)
C (1.992, 2.257, 2.279)
C (3.197, 2.973, 2.210)
H (4.270, 4.962, -4.067)
H (4.093, 2.436, 1.925)
H (3.722, -4.640, 2.395)
S (3.198, -3.015, 4.169)
H (-3.722, -0.226, -3.048)
C (2.066, 5.001, 2.871)
N (1.627, -2.137, -0.348)
C (0.875, 4.308, 2.942)
O (2.328, 0.422, -0.624)
H (-0.039, 4.821, 3.223)
H (-0.947, 0.905, -3.796)
C (3.254, -3.694, 2.603)
H (-1.538, 2.565, -3.626)
S (-0.331, -5.017, 0.373)
C (-4.746, -3.212, -1.612)
H (-4.564, 0.390, -1.623)
H (-2.963, 3.435, -0.993)
H (2.337, 0.333, 4.287)
C (-2.145, -0.612, 2.642)
Si (-2.202, 1.167, -1.667)
O (1.970, 0.969, 2.033)
C (3.518, 2.126, -2.396)
H (3.631, -4.809, -0.168)
H (2.098, 6.060, 3.093)
H (2.350, 5.767, -2.746)
N (-3.389, -1.119, 2.910)

Partial atomic charges computed with the Löwdin method, in multiples of e: 0.597 -0.612 1.093 -0.148 -0.114 0.881 -0.380 -0.327 -0.083 -0.870 -0.158 -0.073 1.464 0.023 0.023 -0.345 -0.053 -0.230 0.129 0.097 -0.195 0.088 -0.074 0.102 -0.042 -0.114 -0.134 -0.080 0.121 0.038 -0.082 -0.091 0.118 0.082 -0.015 -0.242 -0.615 -0.636 -0.355 0.092 -0.318 -0.136 -0.060 -0.576 -0.004 -0.263 -0.211 0.576 0.099 0.099 0.053 0.454 0.046 -0.097 0.020 -0.232 0.072 -0.353 -0.006 0.103 0.118 0.078 1.083 0.016 -0.115 -0.016 -0.063 -0.090 0.111 0.031 -0.328 0.030 0.587 -0.045 0.021 0.026 0.078 -0.902 0.164 -0.265 -0.007 0.078 0.094 0.091 0.077

---

No. 2
Molecular formula: C33H32BrN6O5S5SeSiZr
Method: DFT, ωB97M-V/def2-TZVPD

The LUMO energy is 1.929 eV. Its energy above the lowest of the compared OMol25 structures with the same formula, charge and spin is 7.9 kcal/mol. The value obtained for the HOMO energy is -4.96 eV. The orbital gap is 6.88 eV. As for the net charge: -1.

Cartesian coordinates (Å):
S (0.319, -2.637, -5.625)
H (-1.556, 2.425, 6.856)
H (2.354, 4.046, -4.207)
H (3.804, 0.888, 0.868)
C (2.994, 1.137, 3.430)
N (-1.410, -2.317, 0.332)
C (-1.251, -4.463, -2.592)
N (2.929, -0.939, -3.173)
H (3.574, -0.216, -3.448)
H (1.012, 2.996, -4.711)
C (-0.391, 3.658, 3.394)
O (0.570, -1.043, 1.811)
C (1.805, 3.129, -3.972)
C (-1.325, 1.960, 4.781)
H (-3.421, 3.353, -0.493)
C (0.054, 4.735, -2.066)
Se (-0.276, 1.399, -2.055)
H (-0.609, 4.714, 6.602)
H (2.993, 4.324, -1.201)
C (-4.710, -0.700, -0.194)
S (-2.713, -1.622, -3.080)
C (-2.779, 2.657, 0.047)
C (-0.698, 4.056, 5.747)
H (-0.768, 4.725, -2.785)
H (3.797, 1.812, 3.156)
C (0.178, -3.947, -4.438)
H (2.488, 2.282, -4.068)
C (-3.395, -0.952, -0.012)
C (-3.270, 1.263, -0.120)
H (0.156, -1.309, 4.332)
H (-5.517, -1.407, -0.276)
H (3.175, 1.507, 5.534)
H (-0.380, 4.797, -1.066)
C (-1.227, 2.780, 5.888)
C (2.655, 0.960, 4.758)
H (1.756, -5.327, -4.917)
C (1.270, -0.423, 2.747)
C (-0.899, 2.368, 3.514)
C (0.560, -5.942, -3.225)
N (-2.574, 0.158, -0.015)
O (0.019, -3.135, -6.942)
C (2.547, 3.334, -1.056)
C (0.407, -3.982, 0.817)
H (0.450, -4.836, 1.494)
H (1.119, -6.853, -3.053)
H (-4.492, -3.560, 0.665)
H (-2.802, 2.916, 1.109)
C (-0.520, -5.629, -2.401)
O (-1.777, 0.370, 2.616)
H (0.651, 5.637, -2.235)
C (-0.878, -3.614, -3.618)
N (2.809, 0.133, -1.162)
C (0.921, -5.097, -4.268)
N (2.101, 0.186, 0.025)
H (2.252, 3.244, -0.011)
C (0.966, -0.630, 4.097)
S (-4.943, 0.982, -0.349)
C (-1.463, -2.275, -3.991)
H (0.106, 5.492, 4.372)
H (0.782, -4.286, -0.162)
C (2.336, -0.769, -1.971)
C (-2.788, -2.243, 0.279)
C (1.642, 0.061, 5.084)
N (-0.881, -1.720, -5.033)
C (2.313, 0.464, 2.414)
H (-0.792, -6.308, -1.600)
H (1.033, -3.177, 1.191)
H (-1.759, 2.741, -0.317)
Zr (-0.195, -0.290, 0.058)
H (3.297, 2.573, -1.268)
C (2.778, 0.566, 1.043)
S (-2.287, -4.594, 0.991)
Br (0.144, 4.426, 1.749)
O (1.601, -1.981, -5.476)
O (-0.298, 1.463, 1.367)
C (-0.999, -3.512, 0.685)
H (-2.097, -4.195, -1.972)
C (-1.019, 1.318, 2.425)
H (1.369, -0.090, 6.122)
C (-0.290, 4.494, 4.502)
H (2.403, -1.403, -3.908)
Si (1.098, 3.175, -2.234)
S (1.018, -1.857, -1.598)
H (-1.727, 0.960, 4.857)
C (-3.432, -3.387, 0.608)

Partial atomic charges computed with the Löwdin method, in multiples of e: 0.621 0.100 0.025 0.133 -0.039 -0.022 -0.065 0.100 0.096 0.027 -0.578 -0.276 -0.231 -0.028 0.085 -0.240 0.373 0.100 0.030 -0.340 0.615 -0.103 -0.089 0.025 0.112 -0.240 0.016 -0.395 -0.611 0.121 0.082 0.094 -0.033 -0.080 -0.100 0.117 -0.343 -0.141 -0.082 -0.033 -0.311 -0.231 -0.101 0.077 0.097 0.081 0.086 -0.090 0.031 0.025 -0.286 -0.023 -0.038 -0.146 -0.021 -0.017 1.098 -0.881 0.088 0.052 -0.849 -0.352 -0.093 -0.094 -0.145 0.096 0.060 -0.014 1.411 0.006 -0.073 1.088 0.867 -0.333 -0.249 -0.620 0.075 -0.624 0.100 -0.146 0.028 0.110 0.663 0.117 -0.324

---

No. 3
Molecular formula: C33H32Cl2CoN4O4P
Method: DFT, ωB97M-V/def2-TZVPD

The LUMO energy (spin up / spin down) is -7.575 / -7.515 eV. The value obtained for the HOMO energy (spin up / spin down) is -14.64 / -14.62 eV. The orbital gap (spin up / spin down) is 7.06 / 7.10 eV. As for the net charge: +2.

Cartesian coordinates (Å):
H (1.186, -0.093, 2.001)
C (4.316, -2.635, -2.599)
O (-1.216, -5.508, 2.831)
N (1.023, -2.937, 0.057)
C (-2.605, 3.707, -3.292)
C (1.521, -2.698, -4.429)
H (1.792, 2.523, 3.003)
H (5.503, 2.086, 2.402)
H (4.454, -4.766, -2.402)
Cl (0.312, 2.085, -1.087)
C (-3.254, 2.589, -3.794)
H (4.026, -0.491, 3.046)
O (-2.849, -1.298, 1.815)
C (2.082, -1.759, -5.289)
Cl (1.426, -5.398, 1.089)
C (-2.798, 1.314, -3.485)
H (0.448, 1.020, -4.262)
C (-1.676, 1.155, -2.677)
O (-1.370, 0.007, 0.774)
C (-3.443, -1.391, -1.317)
C (0.586, -2.299, -3.492)
C (3.476, 1.404, 2.142)
H (3.196, -0.113, 0.750)
N (1.371, 0.544, 1.220)
C (-0.522, -3.519, 1.585)
H (-2.972, 4.698, -3.522)
H (4.822, 2.460, 0.812)
C (2.766, 2.694, 2.538)
C (-1.492, 3.572, -2.467)
H (-5.371, -2.006, -0.632)
C (-0.746, -2.223, 1.109)
C (0.757, -0.018, -4.296)
H (-3.313, 0.442, -3.869)
O (-2.020, -3.527, 3.379)
C (-4.595, -2.155, -1.371)
H (5.172, -2.551, -3.255)
H (-0.643, -5.930, 2.179)
C (-3.765, -3.280, -3.335)
H (0.147, -3.030, -2.822)
H (3.852, -0.533, -2.627)
C (3.559, 0.453, 3.337)
N (0.184, -1.887, 0.228)
H (-3.902, -4.005, -4.126)
H (0.991, 1.442, 1.514)
H (5.338, 0.809, 1.200)
C (2.136, -2.859, -0.864)
C (0.603, -3.929, 0.892)
C (-1.320, -4.183, 2.676)
H (2.818, -2.071, -6.018)
C (2.505, -1.630, -1.390)
C (-2.438, -1.581, -2.272)
H (2.554, -4.979, -0.928)
C (0.185, -0.958, -3.438)
Co (0.085, -0.047, -0.273)
H (2.573, 0.243, 3.762)
H (2.132, 0.295, -5.907)
C (1.704, -0.425, -5.223)
C (3.589, -1.510, -2.243)
H (4.161, 0.885, 4.135)
H (1.960, -0.724, -1.166)
H (-1.850, -2.659, -4.053)
C (-2.604, -2.525, -3.291)
P (-1.042, -0.473, -2.243)
C (3.919, -3.871, -2.115)
H (3.367, 3.219, 3.279)
C (2.835, -3.993, -1.256)
C (-1.071, 2.295, -2.184)
C (4.867, 1.710, 1.602)
H (-3.344, -0.637, -0.554)
H (-0.990, 4.435, -2.054)
C (-1.782, -1.157, 1.316)
H (-4.128, 2.707, -4.420)
H (1.814, -3.737, -4.493)
H (-5.654, -3.698, -2.416)
H (2.648, 3.359, 1.678)
C (-4.752, -3.101, -2.375)
N (2.764, 0.767, 0.996)

Partial atomic charges computed with the Löwdin method, in multiples of e: 0.119 -0.044 0.144 0.015 -0.018 -0.056 0.082 0.099 0.126 0.897 -0.022 0.089 0.193 -0.038 0.915 -0.028 0.110 -0.354 -0.102 -0.078 -0.121 -0.623 0.101 -0.027 -0.022 0.129 0.090 -0.036 -0.058 0.127 -0.078 -0.055 0.125 0.187 -0.028 0.126 0.060 -0.044 0.115 0.128 -0.034 0.037 0.120 0.081 0.088 -0.173 -0.523 -0.464 0.124 -0.070 -0.343 0.057 -0.349 0.294 0.079 0.122 -0.041 -0.050 0.099 0.065 0.103 -0.069 1.110 -0.036 0.104 -0.032 -0.542 -0.032 0.099 0.126 -0.500 0.126 0.124 0.123 0.093 -0.032 -0.028